Here is an isolated molecule of C5H8O at a distorted geometry from the OMol25 dataset. Energies are from ωB97M-V/def2-TZVPD.

* SMILES: OC1CC=CC1
* DFT total energy: -270.52383 Ha
* orbital gap: 10.1478 eV
* largest force on an atom: 0.028 hartree/bohr
* net charge: 0
* lowest unoccupied orbital energy: 1.00 eV

Structure (XYZ):
```
14
Properties=species:S:1:pos:R:3:forces:R:3:mulliken_charge:R:1
O -0.56542 1.99184 -0.60555 -1.23 -0.23 0.72 -0.551
C -0.21215 0.87000 0.21505 -0.18 -0.42 -0.76 0.089
C -1.08639 -0.39704 0.03468 -0.66 -0.49 -0.91 -0.644
C -0.09644 -1.54689 0.18768 0.49 1.34 -0.29 -0.376
C 1.15130 -1.06774 0.08029 -1.06 -0.73 0.44 -0.416
C 1.17456 0.39361 -0.20912 -0.39 -0.04 -0.16 -0.694
H -1.47917 2.23983 -0.33599 0.96 -0.06 -0.42 0.312
H -0.22948 1.15476 1.24797 0.12 0.27 0.77 0.253
H -1.94456 -0.55097 0.70096 0.24 0.49 0.20 0.345
H -1.55347 -0.34642 -0.98161 0.48 -0.20 0.46 0.235
H -0.38730 -2.56527 0.37912 0.01 -0.14 0.05 0.412
H 2.02322 -1.65197 0.28043 0.50 -0.27 -0.23 0.419
H 1.22640 0.58005 -1.28610 0.31 0.02 -0.02 0.259
H 1.97889 0.89621 0.29221 0.41 0.45 0.13 0.357
```
Positions in Å, forces in eV/Å.



Here is an isolated molecule of C5H8O at a distorted geometry from the OMol25 dataset. Energies are from ωB97M-V/def2-TZVPD.

* SMILES: O=C1CCCC1
* DFT total energy: -270.48309 Ha
* orbital gap: 10.4000 eV
* largest force on an atom: 0.077 hartree/bohr
* net charge: 0
* lowest unoccupied orbital energy: 0.90 eV

Structure (XYZ):
```
14
Properties=species:S:1:pos:R:3:forces:R:3:mulliken_charge:R:1
O 0.62187 -2.37200 -0.75275 -0.10 0.45 0.18 -0.567
C 0.37184 -1.27235 -0.32348 -0.08 -0.24 -0.03 0.316
C 1.37390 -0.12524 -0.17001 -0.24 0.05 -0.10 -0.388
C 0.52676 1.06581 0.28523 -0.47 0.97 -1.75 -0.461
C -0.97950 0.68511 0.26240 -1.58 0.04 -1.13 -0.724
C -1.01726 -0.81852 0.15966 -0.32 -0.17 0.10 -0.455
H 2.20740 -0.44864 0.47154 -0.39 0.22 0.05 0.309
H 1.81677 0.07446 -1.15558 -0.02 -0.23 0.19 0.256
H 0.94751 1.82057 0.96180 -0.47 -0.58 -0.01 0.441
H 0.05460 1.51664 -0.60495 3.61 1.59 -0.36 0.131
H -1.40874 1.09144 -0.79674 0.21 -0.97 2.42 0.186
H -1.56315 1.21790 1.00593 -0.21 -0.48 0.30 0.407
H -1.20458 -1.28285 1.12993 0.01 -0.18 -0.02 0.254
H -1.79096 -1.11386 -0.54695 0.06 -0.48 0.15 0.295
```
Positions in Å, forces in eV/Å.



Question: Among the records above, which one has the highest DFT total energy?
Answer: number 2



Copy entry 2 word for word.
Here is an isolated molecule of C5H8O at a distorted geometry from the OMol25 dataset. Energies are from ωB97M-V/def2-TZVPD.

* SMILES: O=C1CCCC1
* DFT total energy: -270.48309 Ha
* orbital gap: 10.4000 eV
* largest force on an atom: 0.077 hartree/bohr
* net charge: 0
* lowest unoccupied orbital energy: 0.90 eV

Structure (XYZ):
```
14
Properties=species:S:1:pos:R:3:forces:R:3:mulliken_charge:R:1
O 0.62187 -2.37200 -0.75275 -0.10 0.45 0.18 -0.567
C 0.37184 -1.27235 -0.32348 -0.08 -0.24 -0.03 0.316
C 1.37390 -0.12524 -0.17001 -0.24 0.05 -0.10 -0.388
C 0.52676 1.06581 0.28523 -0.47 0.97 -1.75 -0.461
C -0.97950 0.68511 0.26240 -1.58 0.04 -1.13 -0.724
C -1.01726 -0.81852 0.15966 -0.32 -0.17 0.10 -0.455
H 2.20740 -0.44864 0.47154 -0.39 0.22 0.05 0.309
H 1.81677 0.07446 -1.15558 -0.02 -0.23 0.19 0.256
H 0.94751 1.82057 0.96180 -0.47 -0.58 -0.01 0.441
H 0.05460 1.51664 -0.60495 3.61 1.59 -0.36 0.131
H -1.40874 1.09144 -0.79674 0.21 -0.97 2.42 0.186
H -1.56315 1.21790 1.00593 -0.21 -0.48 0.30 0.407
H -1.20458 -1.28285 1.12993 0.01 -0.18 -0.02 0.254
H -1.79096 -1.11386 -0.54695 0.06 -0.48 0.15 0.295
```
Positions in Å, forces in eV/Å.



Question: Among the records above, which one has the lowest orbital gap?
Answer: number 1